The following is a quantum chemistry calculation of 9 unconnected molecules or ions with the total composition C19H40Cl10O5 at a distorted geometry, from the Open Molecules 2025 dataset.

The geometry in XYZ format:
```
74
Properties=species:S:1:pos:R:3:forces:R:3
C 4.144 -0.102 2.126 0.03 0.32 -0.11
C 2.772 0.587 2.200 0.14 0.44 0.39
C 2.025 -0.321 3.141 0.24 -0.73 0.65
O 2.981 -0.639 4.152 0.15 -0.01 -0.07
C 4.234 -0.809 3.493 0.20 0.07 0.25
H 4.961 0.607 2.009 -0.01 0.11 -0.09
H 4.159 -0.800 1.286 0.63 0.92 0.90
H 2.207 0.745 1.283 0.30 -0.04 0.03
H 2.941 1.560 2.670 -0.40 0.02 0.02
H 1.766 -1.284 2.671 -0.31 0.34 -0.24
H 1.148 0.083 3.635 -0.03 0.13 -0.12
H 4.486 -1.872 3.375 -0.13 0.04 0.09
H 4.983 -0.374 4.157 0.09 0.02 -0.16
C -2.664 3.694 -2.110 -0.11 -0.37 0.27
C -1.907 4.638 -1.182 0.24 -0.08 0.37
C -2.941 4.908 -0.091 -0.08 0.68 -0.36
O -3.786 3.770 -0.033 -0.28 0.38 0.19
C -3.477 2.883 -1.092 0.59 0.28 -0.28
H -2.017 3.007 -2.657 -0.01 0.21 -0.25
H -3.325 4.231 -2.791 0.11 0.04 -0.07
H -1.550 5.563 -1.633 -0.05 -0.03 -0.13
H -1.041 4.131 -0.740 -0.09 -0.04 -0.03
H -3.515 5.802 -0.388 -0.18 -0.24 0.13
H -2.509 5.134 0.886 0.05 -0.30 0.05
H -4.396 2.480 -1.507 -0.05 -0.17 0.08
H -2.829 2.090 -0.717 -0.27 -0.28 0.03
C 2.996 -3.957 0.453 0.19 -0.31 -0.37
C 3.599 -2.603 0.761 -0.44 0.30 0.07
C 2.760 -1.671 -0.118 0.13 -0.49 0.04
O 1.436 -2.182 0.065 -0.03 -0.25 -0.09
C 1.513 -3.609 0.304 -0.21 0.16 0.27
H 3.208 -4.697 1.224 -0.21 0.02 0.08
H 3.340 -4.385 -0.491 0.24 0.19 0.01
H 4.670 -2.421 0.677 0.06 -0.64 -0.38
H 3.359 -2.330 1.797 -0.06 -0.51 -0.35
H 3.036 -1.729 -1.177 0.03 0.02 0.04
H 2.811 -0.638 0.230 -0.42 -0.37 -0.55
H 1.040 -4.141 -0.522 -0.01 0.04 -0.04
H 0.950 -3.820 1.217 -0.01 0.04 -0.03
C -1.592 -0.994 -0.633 0.16 0.04 -0.71
C -1.049 0.068 0.300 0.39 0.23 -0.29
O -0.313 -0.503 1.366 -0.14 -0.22 0.36
O -2.747 -0.484 -1.313 0.32 -0.21 0.34
H -1.786 -1.927 -0.089 -0.27 0.17 0.12
H -0.811 -1.216 -1.374 -0.11 -0.17 0.16
H -1.851 0.689 0.706 -0.03 -0.28 0.04
H -0.369 0.735 -0.242 -0.32 0.05 -0.16
H 0.323 -1.150 1.009 -0.01 0.12 -0.21
H -3.037 -1.161 -1.933 -0.10 0.10 0.03
C -1.541 -2.331 3.475 -0.58 -0.47 0.48
Cl -2.706 -3.666 3.781 0.24 0.27 -0.03
Cl -1.158 -1.443 4.955 0.04 -0.07 0.00
H -0.640 -2.792 3.103 0.14 0.14 -0.17
H -2.012 -1.652 2.786 0.12 0.05 -0.22
C 1.487 3.304 -2.007 0.28 -0.12 0.15
Cl 1.828 2.116 -0.736 0.06 0.14 -0.11
Cl 2.117 2.795 -3.574 -0.04 -0.01 -0.15
H 0.417 3.434 -2.052 -0.09 0.01 -0.19
H 2.000 4.217 -1.741 -0.08 0.11 0.06
C -1.499 1.591 3.188 -0.46 0.01 0.41
Cl -0.082 2.627 2.983 0.09 -0.09 -0.10
Cl -2.938 2.339 2.467 0.11 -0.10 0.05
H -1.337 0.617 2.741 0.24 0.27 -0.11
H -1.678 1.462 4.248 0.02 0.16 0.06
C -5.231 -3.046 -4.845 -0.21 -0.05 0.19
Cl -3.828 -2.385 -3.989 0.09 -0.08 -0.18
Cl -6.360 -3.861 -3.752 0.06 0.07 -0.06
H -5.746 -2.223 -5.321 -0.04 0.05 0.00
H -4.895 -3.773 -5.571 0.15 -0.01 -0.02
C 1.067 -0.571 -5.055 -0.18 0.06 0.37
Cl -0.068 -0.177 -3.745 0.06 0.05 -0.06
Cl 2.629 -1.126 -4.447 0.02 -0.08 0.03
H 0.598 -1.364 -5.619 0.14 -0.05 -0.20
H 1.243 0.322 -5.635 -0.08 0.06 -0.10
```
Forces are in eV/Å.

Properties
- Orbital gap: 9.52 eV
- LUMO energy: 0.329 eV
- Total energy: -5725.9607 Eh
- SMILES: C1CCOC1.C1CCOC1.C1CCOC1.ClCCl.ClCCl.ClCCl.ClCCl.ClCCl.OCCO

---

The following is a quantum chemistry calculation of a molecular structure, C19H40DyN5O5S at a distorted geometry, from the Open Molecules 2025 dataset.

The geometry in XYZ format:
```
71
Properties=species:S:1:pos:R:3:forces:R:3
Dy -1.200 1.547 1.274 3.97 -0.34 0.98
C 0.192 0.499 4.178 0.36 0.01 -0.12
C 1.466 1.062 3.530 -0.45 -0.17 0.21
N 1.185 1.470 2.136 0.57 -0.13 -0.14
C 1.663 2.823 1.787 -0.05 0.40 0.15
C 0.844 3.933 2.467 0.44 -0.37 -0.23
N -0.609 3.720 2.274 -0.27 0.42 0.09
C -1.387 3.760 3.535 -0.12 -0.12 0.47
C -0.975 2.645 4.506 -0.16 0.44 -0.31
N -0.973 1.330 3.825 -0.40 -0.27 0.11
H 0.330 0.433 5.264 -0.04 -0.10 -0.13
H 0.008 -0.510 3.789 0.01 0.11 0.12
H 2.239 0.292 3.573 0.02 0.12 -0.05
H 1.841 1.913 4.098 0.01 0.03 -0.03
H 1.673 0.823 1.511 -0.24 0.15 0.15
H 1.559 2.924 0.700 0.12 0.01 0.09
H 2.719 2.958 2.049 -0.06 0.00 -0.12
H 1.162 4.884 2.033 -0.09 -0.01 0.10
H 1.068 3.978 3.534 0.00 0.04 -0.11
H -0.971 4.484 1.697 0.08 -0.37 0.06
H -2.442 3.617 3.267 0.18 0.18 0.09
H -1.279 4.725 4.048 -0.07 -0.10 -0.13
H -1.672 2.658 5.350 0.13 -0.05 -0.07
H 0.018 2.843 4.911 -0.09 -0.06 0.01
H -1.809 0.828 4.130 0.16 0.13 -0.13
O -1.794 2.681 -2.592 -0.09 0.03 -0.34
C -1.761 3.142 -1.382 0.18 0.29 0.13
O -0.872 2.889 -0.567 0.04 0.24 -0.33
C -2.891 4.112 -1.044 -0.04 0.04 -0.21
O -3.321 3.958 0.290 -0.06 0.03 -0.10
C -4.330 2.955 0.479 -0.07 -0.09 0.19
C -3.490 1.732 0.808 -2.64 0.44 -0.89
O -3.193 1.506 2.008 -1.07 -0.18 1.05
O -2.858 1.163 -0.116 -0.79 -0.26 -0.53
H -1.067 2.067 -2.810 -0.01 0.17 0.34
H -3.712 4.004 -1.762 0.15 -0.02 0.12
H -2.489 5.130 -1.126 0.01 -0.21 -0.10
H -4.941 2.820 -0.416 0.05 -0.01 0.06
H -4.944 3.262 1.328 0.11 -0.08 -0.16
C 4.128 -0.494 -2.130 0.23 -0.21 -0.08
C 4.268 -1.684 -3.080 -0.18 0.15 -0.04
C 2.956 -2.197 -3.684 0.27 -0.17 0.22
C 2.006 -2.838 -2.670 0.09 -0.52 -0.38
N 1.346 -1.776 -1.931 0.02 0.24 -0.08
C 0.434 -1.725 -0.976 -0.14 0.21 0.31
S 0.223 -0.111 -0.385 0.01 0.10 -0.03
N -0.253 -2.727 -0.442 -0.01 0.14 0.04
C -0.335 -4.116 -0.879 -0.17 -0.29 -0.54
C -1.368 -4.313 -1.994 0.05 -0.27 0.15
C -1.433 -5.769 -2.464 0.10 0.22 -0.11
C -0.207 -6.195 -3.266 -0.22 -0.03 0.13
H 5.117 -0.113 -1.885 0.03 0.10 0.07
H 3.650 -0.773 -1.192 -0.05 0.04 0.10
H 3.570 0.319 -2.595 -0.08 0.13 -0.02
H 4.765 -2.502 -2.554 0.06 -0.04 -0.08
H 4.918 -1.386 -3.905 0.02 -0.08 0.03
H 3.206 -2.947 -4.435 -0.12 0.01 -0.02
H 2.437 -1.381 -4.197 -0.05 -0.05 -0.09
H 2.578 -3.478 -1.991 -0.08 -0.01 -0.02
H 1.264 -3.447 -3.191 0.03 -0.02 0.08
H 1.741 -0.865 -2.136 -0.20 -0.16 0.16
H -0.964 -2.450 0.223 0.28 0.10 -0.18
H -0.618 -4.714 -0.010 0.13 0.07 -0.03
H 0.645 -4.450 -1.211 0.04 -0.01 0.12
H -1.123 -3.670 -2.844 -0.01 0.08 0.02
H -2.350 -4.013 -1.624 -0.01 0.12 0.01
H -2.319 -5.885 -3.091 -0.01 -0.03 0.10
H -1.556 -6.426 -1.601 -0.10 -0.05 0.02
H -0.056 -5.532 -4.116 0.06 0.04 -0.11
H -0.354 -7.201 -3.648 0.10 -0.10 -0.07
H 0.695 -6.204 -2.657 0.14 -0.01 0.01
```
Forces are in eV/Å.

Properties
- Orbital gap (spin up / spin down): 9.20 / 9.34 eV
- Multiplicity: 6
- LUMO energy (spin up / spin down): -5.213 / -5.083 eV
- Total energy: -2680.8601 Eh
- Net charge: +2

---

The following is a quantum chemistry calculation of 3 unconnected molecules or ions with the total composition C19H40F5N5O3P at a distorted geometry, from the Open Molecules 2025 dataset.

The geometry in XYZ format:
```
73
Properties=species:S:1:pos:R:3:forces:R:3
C -1.867 0.748 2.444 -0.28 0.36 0.01
C -2.687 0.640 1.053 -0.95 1.08 1.21
C -3.888 1.734 1.186 -0.30 -0.35 -0.24
C -1.759 1.016 -0.203 0.19 1.43 1.39
N -1.416 -0.112 -1.119 -2.98 -0.89 0.60
C -2.506 -0.629 -1.854 0.25 1.79 0.73
N -3.705 0.170 -2.023 1.72 -0.99 0.15
C -3.545 1.313 -2.964 -0.65 0.57 -1.84
C -4.964 1.585 -3.718 1.17 -0.02 0.99
C -5.749 2.701 -2.882 -0.83 -0.29 -0.56
C -6.812 2.080 -1.850 0.46 0.64 -0.27
O -6.928 3.019 -0.751 0.06 -0.71 0.01
N -2.511 -1.812 -2.498 -0.40 0.44 -0.28
C -3.656 -2.300 -3.294 0.38 -0.94 -2.06
F -3.958 -1.459 -4.391 0.47 -1.63 2.75
F -3.250 -3.524 -3.893 -0.36 2.59 1.58
C -4.952 -2.670 -2.417 -2.82 -0.18 -0.77
F -5.921 -1.649 -2.576 2.25 -2.21 0.90
F -4.665 -2.880 -1.072 -0.53 0.60 -2.91
F -5.563 -3.819 -2.958 1.71 2.57 1.60
P -0.315 -1.315 -0.453 1.25 -2.91 -1.76
C -1.030 -2.351 0.949 0.49 -0.38 0.90
C 1.408 -0.645 -0.092 -0.27 1.46 -0.63
H -1.391 -0.230 2.766 -0.28 1.32 -0.58
H -2.542 1.076 3.316 0.85 -0.66 -1.45
H -1.107 1.605 2.334 -0.89 -1.50 0.23
H -3.227 -0.364 0.938 1.11 1.18 0.12
H -4.213 1.887 2.268 0.55 -0.32 -1.47
H -3.588 2.748 0.773 -0.38 -1.23 0.47
H -4.828 1.361 0.634 1.35 0.68 0.61
H -0.761 1.379 0.239 -1.42 -0.59 -0.90
H -2.220 1.926 -0.699 0.67 -1.39 0.12
H -4.178 0.403 -1.145 0.51 -0.01 -0.27
H -2.740 1.024 -3.729 -1.15 0.38 1.13
H -3.258 2.305 -2.491 -0.03 -1.40 -0.28
H -4.720 1.897 -4.789 -0.55 -0.32 1.51
H -5.512 0.586 -3.709 0.56 1.46 -0.26
H -6.313 3.348 -3.632 0.64 -0.74 1.13
H -5.084 3.405 -2.283 -0.61 -1.05 -0.85
H -6.488 1.078 -1.420 -0.42 0.96 -0.88
H -7.816 2.015 -2.380 1.21 -0.29 0.80
H -6.807 2.556 0.098 -0.22 0.29 -0.69
H -1.689 -2.433 -2.469 -0.17 0.44 0.16
H -2.158 -2.325 1.061 1.43 0.25 0.00
H -0.761 -3.444 0.713 -0.32 1.74 0.10
H -0.458 -2.092 1.902 -1.20 -0.31 -0.99
H 2.069 -0.965 -0.973 -1.03 0.27 1.56
H 1.351 0.501 -0.180 0.37 -1.67 0.48
H 1.848 -0.957 0.908 -0.71 0.46 -1.31
C 5.997 1.322 0.963 -0.27 0.10 -0.30
C 4.976 0.914 -0.062 -0.11 0.16 -0.02
O 3.781 0.811 0.209 0.06 -0.05 -0.08
N 5.409 0.654 -1.325 -0.22 0.07 0.55
C 6.761 0.718 -1.839 -0.28 -0.13 -0.39
H 5.503 1.494 1.918 0.01 -0.09 -0.17
H 6.733 0.531 1.094 0.03 0.26 -0.03
H 6.487 2.249 0.655 0.12 -0.10 0.01
H 4.668 0.387 -1.956 0.13 0.04 0.01
H 6.783 1.438 -2.660 0.27 -0.03 0.04
H 7.029 -0.268 -2.225 0.26 0.12 0.00
H 7.478 1.015 -1.077 -0.17 -0.04 0.00
C 7.013 -2.380 3.136 -0.02 -0.08 -0.14
C 7.300 -0.978 3.603 0.18 0.49 0.08
O 7.553 -0.070 2.820 0.19 -0.43 0.35
N 7.272 -0.732 4.940 -0.06 -0.19 -0.54
C 6.996 -1.660 6.016 0.10 0.48 0.20
H 7.072 -2.417 2.048 0.03 0.13 0.14
H 7.752 -3.071 3.546 -0.17 -0.07 0.04
H 6.007 -2.678 3.438 0.11 -0.14 0.07
H 7.475 0.229 5.175 0.00 -0.10 0.01
H 6.132 -1.293 6.574 0.02 -0.26 0.12
H 7.863 -1.683 6.681 -0.14 -0.23 0.10
H 6.793 -2.665 5.653 0.04 0.13 -0.05
```
Forces are in eV/Å.

Properties
- Orbital gap: 7.45 eV
- LUMO energy: -3.737 eV
- Total energy: -2087.8108 Eh
- Net charge: +1

---

Which formula does entry 1 have? C19H40Cl10O5

---

What is the formula in the first record? C19H40Cl10O5

---

total energy of number 1 (C19H40Cl10O5)? -5725.9607 Eh